1.
Computed, not measured: a 8-piece molecular cluster, C39H100N6O14 overall at a distorted geometry, with wB97M-V/def2-TZVPD.

Calculated total energy   -2927.4951 Eh
SMILES   COCCNCCOC.COCCNCCOC.COCCNCCOC.COCCNCCOC.COCCNCCOC.COCCNCCOC.CCO.CO

Last column: Löwdin charge in e.
Atoms and positions in Å:
H: 2.06534 3.20031 3.44408  0.0917
N: 0.44476 -3.61283 -4.88303  -0.0584
H: -0.60598 -5.94438 -1.67810  0.0849
C: -0.76007 -3.02895 -4.27300  -0.2006
H: -1.71267 1.96749 -0.35878  0.0553
H: -0.19231 0.56832 4.32818  0.1201
C: 0.36930 -3.73395 0.89871  -0.1712
H: -2.70770 1.17047 -2.47517  0.0866
H: -3.95578 5.30632 -3.79566  0.0912
H: 1.41848 2.85415 -2.88463  0.0983
C: -3.28279 -4.42652 1.59080  -0.1161
C: 3.54690 -2.58291 -0.83445  -0.2508
H: 0.89476 -1.94738 -6.04725  0.1221
H: -4.26935 -2.26951 0.51261  0.1161
H: 2.35169 -4.37671 -0.94941  0.1271
H: -3.18572 -0.99456 -1.94444  0.0974
H: 0.61842 5.72313 0.90769  0.0737
H: 4.17521 -0.06104 -1.28395  0.0829
H: -0.38374 -2.98453 1.28492  0.1240
H: 1.70986 -2.22897 0.87850  0.0632
C: 2.64599 -3.62203 -0.20699  -0.1778
H: 3.07295 -5.03908 3.44199  0.0939
H: -4.48533 1.22031 4.55641  0.1134
H: -4.09696 2.03565 -2.05332  0.1042
C: 2.41665 3.25902 -0.45735  -0.2487
H: -5.88633 -4.59723 -3.00545  0.1002
C: -4.22653 -0.91785 -2.22593  -0.1778
C: -1.42598 3.67407 1.03684  -0.2854
H: -3.79470 -2.52097 -3.67244  0.1249
H: -1.77210 -0.74491 1.44790  0.1081
H: 2.47439 -6.64762 -8.07979  0.0722
C: 0.11265 0.08065 -1.43167  -0.1731
C: 1.11790 5.67965 3.43875  -0.2344
H: -2.99690 1.94813 5.01389  0.1159
C: 1.58116 6.11728 1.23252  -0.0565
H: 2.59227 5.11261 4.89517  0.1081
C: -2.06700 3.00690 -0.20477  -0.0714
H: 5.59234 -0.94816 -0.62376  0.0873
C: -1.08955 -3.66052 -2.92548  -0.2234
O: 2.79351 2.26970 -1.36760  -0.2075
H: 5.54226 5.42174 1.77495  0.1243
H: 0.95849 4.97133 5.47960  0.1131
C: 1.58126 4.80459 4.60644  -0.1773
O: -2.99851 -3.09560 1.92541  -0.1672
C: 0.65714 1.21926 4.07801  -0.2444
C: 0.88108 -4.60835 2.01739  -0.2279
H: -1.64653 -3.12886 -4.93487  0.1221
C: 5.38994 4.61299 2.51231  -0.2017
N: 1.41621 -2.92906 0.21875  -0.0537
H: 1.51105 0.88670 4.64725  0.1242
H: 7.45820 5.94645 4.62070  0.0991
N: -4.40459 0.20776 -3.17776  -0.0620
H: 3.07131 3.47324 -3.07199  0.0881
H: 0.29901 -4.63281 -4.93550  0.1238
O: 1.51766 -3.75987 2.94925  -0.1908
H: -2.63443 -2.50600 0.01289  0.0977
H: -4.52081 2.07348 -4.71282  0.1046
H: 1.14696 6.74149 3.72451  0.1261
C: 0.64171 -3.01393 -6.17781  -0.2381
H: 2.52417 4.26911 -0.89281  0.1196
H: 5.00135 2.57707 -0.04846  0.0875
H: 2.83131 3.69353 1.57493  0.0827
C: 6.58392 5.93270 3.94464  -0.1328
H: -4.02872 -4.74962 -2.83494  0.0775
H: -1.96428 0.80908 2.88050  0.0852
H: 1.37664 0.00510 1.07118  0.0749
C: 1.37404 -0.07089 2.17263  -0.1135
H: 2.14283 -2.94193 -7.74064  0.1372
H: -2.20773 -5.30827 -1.23347  0.0756
H: 0.19412 0.81370 -0.62710  0.0514
H: -5.12959 -5.11416 -1.55838  0.0724
C: 3.20046 3.03930 0.79878  -0.1940
C: 4.61170 -0.53568 -0.39553  -0.0423
H: 0.21616 -1.73908 -0.64568  0.0488
H: -0.55971 -1.97743 -4.16786  0.1076
C: 2.50160 2.59545 -2.72291  -0.1005
H: 0.08993 5.50098 3.11578  0.1112
H: 1.41104 7.14309 1.50250  0.0847
C: 0.41518 2.63015 4.47463  -0.2290
O: -1.58099 -4.95535 -3.16628  -0.1987
H: 2.38148 -0.27032 2.56885  0.1053
H: 5.72584 6.16623 4.54080  0.0734
H: 1.36544 3.24657 -0.20762  0.0975
C: -4.60102 -2.20464 -2.96012  -0.2015
O: -1.90064 5.01719 1.18789  -0.0999
O: -4.89624 -3.15029 -1.93304  -0.2051
H: -0.19640 -4.34209 0.14277  0.1088
H: -0.52158 0.56542 -2.21581  0.0846
H: -4.89466 -0.82289 -1.35312  0.1270
H: 0.04692 -5.13162 2.48491  0.1243
H: -5.50195 -2.03715 -3.56072  0.1202
H: 4.46458 4.79441 3.10593  0.1117
H: 2.96201 -2.23962 -1.65959  0.1134
H: 1.14628 -0.05270 -1.76381  0.0740
H: -1.93481 3.43464 -1.17762  0.0658
H: -0.42257 3.05489 3.86827  0.1152
O: 0.86215 1.10303 2.70276  -0.2033
H: -3.15493 -0.10609 0.55293  0.0947
C: -3.03673 0.79944 3.08071  -0.1907
H: -2.48305 -4.95096 1.05234  0.0640
O: 6.50487 4.65849 3.38636  -0.1977
C: 2.76814 -5.74666 -7.59380  -0.1183
C: -4.98238 -4.45207 -2.38255  -0.1258
O: -0.45303 -1.15461 -1.10474  -0.1524
H: -1.79870 -3.08576 -2.26669  0.1165
O: -3.20934 -0.07241 5.31698  -0.1935
O: 1.99021 5.37826 2.39665  -0.2352
C: -4.35985 4.29777 -3.88223  -0.1064
C: 1.89706 -3.64167 -6.85590  -0.2280
C: -3.42007 1.05563 4.54669  -0.2443
H: 6.68840 6.64065 3.14341  0.0782
H: 2.80989 -3.66796 4.46837  0.0956
N: -3.53921 -0.48267 2.54239  -0.0426
O: 3.75156 -1.60116 0.13771  -0.1985
O: -3.21577 3.50616 -4.17156  -0.1887
H: -0.32786 3.72107 0.88053  0.0880
H: 2.70816 -3.57788 -6.09999  0.1199
C: -3.24426 -2.23056 0.86068  -0.2532
H: 5.06813 2.43248 2.44432  0.1106
H: 0.66614 -0.89633 2.39697  0.0914
C: -2.85313 -0.84537 1.25282  -0.1766
H: -1.55868 3.08726 1.94535  0.0797
H: -4.23588 -4.65707 1.11650  0.0870
C: -1.60992 -5.75259 -2.04151  -0.1280
H: -3.11640 -0.74541 7.22496  0.0871
H: 1.59805 -5.32543 1.61679  0.1130
H: -4.46036 0.38482 6.94019  0.0938
H: -4.86912 3.97694 -2.95449  0.0876
H: 3.36400 -5.92665 -6.67855  0.0959
H: 2.95693 1.98316 1.07243  0.1177
H: -2.85781 5.06954 1.41452  0.1026
N: 4.62426 3.25643 0.57833  -0.0450
H: 0.11845 2.61368 5.54535  0.1326
H: 3.33923 -5.19411 -8.35984  0.0890
C: -3.40084 0.16716 6.69540  -0.1083
H: 3.22112 -4.12249 0.60142  0.1227
H: -3.49024 1.60115 2.49406  0.1081
C: 2.25937 -4.44070 3.91783  -0.1137
H: 2.76793 1.70507 -3.33169  0.0922
H: 4.58602 0.16799 0.42565  0.0721
N: 1.65653 3.35161 4.37272  -0.0429
C: 5.40990 3.22777 1.79180  -0.1871
H: -3.13675 2.95969 -0.02228  0.0634
C: -3.68614 1.42167 -2.86094  -0.2196
H: 1.66680 -5.10892 4.51347  0.0796
H: -2.90843 1.62304 -4.87761  0.1223
H: -0.16089 -3.75167 -2.37591  0.1024
H: -2.03234 -6.64898 -2.40248  0.0833
C: -3.57073 2.14317 -4.20224  -0.2295
H: -2.75423 1.00119 7.05246  0.0919
H: 2.37317 5.98133 0.50424  0.0862
H: -3.51846 -1.28983 3.18870  0.1098
H: -5.39992 0.46587 -3.19043  0.1249
H: -5.06336 4.22422 -4.69800  0.0790
O: 1.63869 -4.98513 -7.25623  -0.2054
H: -0.19293 -3.13113 -6.89560  0.1234
H: 6.45422 3.00189 1.57622  0.1203
H: 4.49820 -2.98899 -1.12745  0.1200
H: -3.33646 -5.05937 2.50901  0.0979

2.
Computed, not measured: C39H102AlF2N13O23P4S2 as an isolated structure at a distorted geometry, with wB97M-V/def2-TZVPD.

Calculated total energy   -6592.6443 Eh
Net charge   +2

Last column: Löwdin charge in e.
Atoms and positions in Å:
H: -12.04825 2.41714 -12.62732  0.0834
H: -18.87403 -12.15281 -12.17792  0.0963
C: -7.72424 4.82697 -12.64947  -0.0757
P: -20.73706 -3.60877 -20.75075  0.5828
H: -10.92976 -13.47138 -20.52977  0.0786
H: -5.75165 -2.73058 -5.44690  0.0909
H: -17.78684 -9.89828 -8.65532  0.0909
H: -17.92628 -1.83336 -18.96096  0.0985
H: -18.53171 -10.86511 -18.49476  0.0876
C: -17.33634 -9.89235 -9.64784  -0.0336
N: -19.54831 -4.75327 -21.27946  -0.3066
H: -20.00433 2.44837 -9.10196  0.0891
H: -7.81309 -10.96305 -17.97350  0.0730
H: -8.56453 4.26177 -16.66675  0.0806
H: -13.04580 -14.32547 -18.14175  0.0826
H: -21.17720 -6.22330 -18.68375  0.1012
C: -22.15619 -14.80205 -20.05466  -0.0163
H: -20.67979 -2.57950 -10.63892  0.0782
H: -9.90542 7.25012 -14.59486  0.0767
O: -10.95120 1.40052 -5.28309  0.0087
H: -11.78660 -11.45070 -19.14447  0.0763
P: -9.93462 4.21269 -14.16505  0.6047
S: -14.14156 -5.28247 -12.28525  0.3562
C: -20.93156 -5.17259 -18.52965  -0.1058
H: -10.91968 -9.88230 -18.98617  0.0779
C: -18.32082 -4.26669 -21.97085  -0.0712
C: -8.24454 -14.82013 -16.63419  -0.0769
H: -8.97099 5.75058 -17.40842  0.0928
H: -11.05083 3.48533 -11.75397  0.0690
H: -19.89593 -0.42251 -20.28531  0.1030
H: -6.30959 -2.66829 -10.49159  0.1029
H: -5.06489 -6.29983 -13.84774  0.0889
H: -23.30662 -3.28582 -19.95443  0.0832
H: -9.35513 5.35367 -4.64276  0.0899
H: -22.05500 -15.42225 -20.94528  0.0978
H: -8.52046 -3.82826 -15.67050  0.1061
O: -5.10776 -5.39770 -15.63749  -0.0289
H: -23.19759 -14.55178 -19.85232  0.0973
H: -19.84699 -5.17708 -18.63821  0.0795
C: -11.91487 3.47859 -12.41842  -0.1029
H: -3.49919 -6.18434 -14.68663  0.0968
H: -18.84246 -13.48062 -11.06867  0.0975
H: -11.89877 -14.79154 -19.95446  0.0873
H: -21.07630 2.34166 -7.66503  0.0891
H: -19.28300 -6.80508 -21.77609  0.0898
N: -19.87054 -2.43520 -19.87619  -0.2252
O: -13.47251 -4.23905 -13.03068  -0.2961
O: -9.24883 2.90075 -14.48311  -0.2976
H: -21.83938 -3.52044 -8.45911  0.0883
H: -18.92713 -0.30253 -6.61277  0.0945
H: -21.89236 -15.50998 -19.26894  0.0898
H: -12.14824 4.64609 -15.64835  0.0526
H: -20.44604 -0.76326 -18.61196  0.0907
H: -8.78631 -4.91013 -17.11107  0.0984
S: -14.79567 -6.79102 -13.85890  0.5633
H: -19.04030 -2.69968 -18.00746  0.0906
H: -20.88933 -3.26938 -7.04740  0.0916
H: -20.46486 1.16252 -11.31094  0.0873
F: -14.03720 -8.10895 -14.40726  -0.2397
C: -10.88737 -10.89017 -19.40001  -0.1008
H: -20.11751 -0.34868 -12.19835  0.0843
C: -8.18840 -4.11326 -16.66881  -0.0417
H: -9.96824 5.84881 -11.08067  0.0883
C: -20.34092 -13.54022 -19.29285  -0.6240
C: -20.05936 0.15376 -11.23282  -0.0419
C: -20.11761 2.04979 -8.09379  -0.0860
C: -21.45100 -1.84720 -10.87783  -0.1211
C: -18.66809 -2.62904 -19.02951  -0.0823
H: -17.75702 -9.09201 -10.25661  0.0967
H: -19.30873 2.39082 -7.44765  0.0967
O: -14.67139 -6.03252 -15.06122  -0.2709
C: -12.13128 -14.25877 -17.55243  -0.0962
O: -16.10421 -7.34678 -13.56243  -0.2948
H: -17.80570 -12.25453 -19.04021  0.0904
O: -17.65085 -11.11973 -10.32106  -0.0318
H: -22.30981 -2.26637 -10.35357  0.0826
C: -7.75099 -13.91561 -18.89313  -0.1259
H: -18.15272 -3.55809 -19.27317  0.0750
N: -21.57725 -4.38140 -19.50625  -0.2511
O: -21.43200 -13.55883 -19.97411  0.0393
C: -22.33713 -1.30923 -6.48388  -0.0823
H: -11.73858 -0.15226 -4.24915  0.0999
N: -9.17052 5.00092 -12.86376  -0.2674
H: -19.03848 0.15983 -10.85087  0.0835
H: -16.27515 -9.68845 -9.50504  0.0894
C: -5.01732 -3.18821 -6.10979  -0.0357
H: -18.13138 0.35316 -8.09255  0.0898
H: -6.75558 -13.47642 -18.82710  0.0855
C: -6.48309 -5.38811 -15.67088  -0.5143
O: -15.45803 -5.02808 -11.71226  -0.2971
H: -18.70143 -4.07459 -22.97401  0.0906
H: -10.73390 6.47870 -12.48362  0.0766
N: -21.02740 -0.56941 -10.34968  -0.2594
H: -22.98323 -2.17542 -6.34119  0.0936
N: -11.60283 4.17916 -13.68856  -0.2807
H: -12.51166 3.01935 -15.32008  0.0805
C: -10.50037 6.64117 -15.27553  -0.0907
H: -10.12536 -14.85394 -19.87323  0.0736
H: -11.50450 -0.40524 -5.96662  0.0992
H: -18.92681 -1.16663 -8.15531  0.0654
H: -7.45778 4.81777 -11.59259  0.0914
C: -11.07793 0.07478 -5.08586  -0.1088
C: -10.28548 2.15583 -4.40843  -0.5605
H: -8.28761 -3.29260 -17.37929  0.0963
O: -6.10512 -2.78009 -8.47867  -0.0488
C: -22.85601 -3.77356 -19.09004  -0.0679
H: -9.48175 4.30262 -3.20825  0.0948
H: -12.74241 3.83267 -11.80367  0.0826
P: -21.57276 -0.13675 -8.79435  0.6181
H: -11.88143 -15.26146 -17.20562  0.0878
C: -18.99367 -0.18135 -7.69398  -0.0546
H: -7.53163 -14.96096 -19.11044  0.0834
H: -4.29161 -3.67223 -5.45620  0.0937
C: -9.24412 4.33488 -4.27154  -0.0366
Al: -9.80029 -9.72429 -10.77995  0.9950
H: -17.60778 -5.08967 -21.92214  0.0915
C: -18.33046 -13.06644 -11.93725  -0.0576
H: -10.17889 -0.48348 -4.82475  0.1008
F: -13.16356 -5.25592 -10.95920  -0.2729
N: -21.69810 -1.53500 -7.79403  -0.2777
C: -18.74417 -11.92988 -18.59078  -0.0731
H: -21.52244 -1.10366 -19.93519  0.0795
O: -7.28708 -6.11089 -14.96843  0.0297
O: -15.39674 -11.59247 -10.69492  0.0853
H: -8.54861 -9.63978 -18.92363  0.0831
O: -6.86357 -4.57593 -16.63202  -0.0003
C: -6.83647 -2.36139 -9.58810  -0.0517
H: -21.20673 -4.78802 -17.54755  0.1006
C: -12.53997 4.00605 -14.85779  -0.0963
C: -20.47055 -1.09616 -19.64960  -0.0656
H: -7.89369 -2.57262 -9.42758  0.1115
H: -12.42643 -13.60665 -16.73039  0.0783
H: -23.57881 -4.41701 -18.58843  0.0998
N: -13.66051 -6.65993 -12.51075  -0.2318
H: -21.64119 -1.84287 -11.95110  0.0950
O: -21.62052 -2.97900 -21.76941  -0.2570
N: -9.68455 -11.54653 -18.82569  -0.2937
C: -8.74582 5.31161 -16.43646  -0.0780
N: -11.08156 -13.65237 -18.38628  -0.2781
H: -7.30714 -15.33393 -16.84724  0.0846
H: -8.18308 -13.54633 -19.82321  0.0724
C: -20.08350 -6.06542 -21.76251  -0.0768
H: -18.70106 -12.31785 -17.57309  0.0941
H: -21.63818 -1.27081 -5.64836  0.0854
H: -17.96390 -3.33177 -21.53884  0.0700
O: -19.87220 -12.27922 -19.35982  0.0044
N: -8.49337 -13.76485 -17.62710  -0.2721
H: -20.94830 -6.42312 -21.20370  0.0737
C: -16.59785 -11.83135 -10.84305  -0.5454
H: -18.43582 -13.77594 -12.75798  0.0992
H: -22.89336 -0.37190 -6.47265  0.0816
H: -11.47619 6.55466 -14.79763  0.0674
C: -21.07617 -2.86367 -8.04168  -0.0857
H: -22.70273 -2.95862 -18.38259  0.0864
C: -8.44698 -10.72066 -18.82645  -0.1077
O: -19.88779 -14.39424 -18.55418  0.1126
C: -4.55307 -6.43848 -14.80005  -0.0294
H: -7.19650 5.70261 -13.02742  0.0854
H: -8.17694 4.15298 -4.39855  0.0930
C: -6.06897 -4.08594 -8.16109  -0.4884
O: -10.05252 3.37106 -4.97313  -0.0112
H: -4.78327 -7.38488 -15.28936  0.0987
O: -10.29244 -12.41221 -16.20607  -0.2988
H: -8.99810 6.87859 -12.09702  0.0874
H: -7.82431 -11.09294 -19.63996  0.0664
N: -9.82875 5.31760 -15.45140  -0.2699
H: -7.42448 3.91230 -13.16097  0.0800
O: -16.99313 -12.84492 -11.59296  0.0150
H: -6.58676 -1.30238 -9.65333  0.0954
O: -9.83858 1.75459 -3.35759  0.1309
H: -20.17847 -2.79245 -8.65583  0.0665
N: -20.16494 0.61535 -8.17676  -0.2587
H: -10.68682 7.16060 -16.21550  0.0925
H: -4.54686 -2.33261 -6.59424  0.0915
H: -7.86333 5.73380 -15.95577  0.0898
H: -9.00945 -15.59023 -16.73398  0.0872
P: -9.86511 -12.77394 -17.58599  0.5921
H: -13.59831 4.21521 -14.70197  0.0843
O: -5.53060 -4.28424 -6.91700  -0.0066
C: -9.77359 6.11297 -12.12011  -0.1018
O: -22.74895 0.81368 -8.74307  -0.2755
O: -6.70913 -4.96973 -8.82066  0.0458
H: -20.47804 -5.88608 -22.76264  0.0866
H: -10.79906 -10.72203 -20.47334  0.0808
H: -8.11522 -14.33906 -15.66467  0.0856
C: -10.99883 -14.21628 -19.73701  -0.0861

Sequential HOMO energy output: -8.18; -10.86 eV